C35H42N10O4PmS | wB97M-V/def2-TZVPD

Last column: Mulliken spin population.
Positions of all 93 atoms, in Å:
Pm (-0.32, -0.58, 0.94)  4.03
O (-4.05, -3.19, -0.40)  0.00
C (-3.02, -2.66, 0.20)  0.00
O (-2.72, -1.48, 0.18)  0.00
C (-2.20, -3.65, 0.98)  0.00
C (-2.54, -4.98, 1.15)  0.00
C (-1.73, -5.76, 1.97)  0.00
C (-0.64, -5.16, 2.60)  0.00
C (-0.40, -3.82, 2.37)  0.00
N (-1.16, -3.08, 1.56)  0.00
C (0.66, -2.97, 3.04)  0.00
O (1.58, -3.50, 3.79)  0.00
O (0.62, -1.77, 2.87)  0.00
H (-4.58, -2.51, -0.85)  0.00
H (-3.41, -5.40, 0.66)  0.00
H (-1.95, -6.80, 2.13)  0.00
H (-0.03, -5.75, 3.27)  0.00
H (1.55, -4.46, 3.86)  0.00
N (4.26, 0.11, 1.13)  0.00
C (5.04, -0.79, 0.34)  0.00
C (6.38, -0.52, 0.11)  0.00
C (7.12, -1.40, -0.67)  0.00
C (6.52, -2.50, -1.25)  0.00
C (5.17, -2.75, -1.04)  0.00
C (4.44, -1.90, -0.22)  0.00
S (2.75, -2.25, 0.14)  0.00
N (2.13, -0.72, 0.63)  -0.01
C (2.93, 0.18, 1.12)  -0.01
C (2.32, 1.37, 1.80)  0.01
C (3.03, 2.55, 1.96)  0.00
C (2.49, 3.57, 2.72)  0.00
C (1.24, 3.38, 3.28)  0.00
C (0.57, 2.20, 3.01)  0.00
N (1.08, 1.21, 2.28)  0.00
H (4.77, 0.81, 1.64)  0.00
H (6.84, 0.35, 0.55)  0.00
H (8.17, -1.20, -0.84)  0.00
H (7.10, -3.18, -1.87)  0.00
H (4.69, -3.61, -1.49)  0.00
H (4.00, 2.68, 1.48)  0.00
H (3.03, 4.49, 2.86)  0.00
H (0.78, 4.13, 3.91)  0.00
H (-0.43, 2.05, 3.41)  0.00
C (-2.32, 4.89, 1.41)  0.00
N (-2.19, 3.75, 0.50)  0.00
C (-2.18, 4.10, -0.91)  0.00
C (-2.06, 2.48, 0.95)  0.00
N (-1.26, 1.56, 0.43)  -0.01
C (-0.23, 1.89, -0.51)  -0.02
C (0.53, 3.07, -0.44)  0.00
C (1.49, 3.35, -1.39)  0.00
C (1.74, 2.44, -2.42)  0.00
C (1.06, 1.24, -2.45)  0.00
C (0.09, 0.93, -1.49)  0.00
N (-0.49, -0.37, -1.42)  -0.01
C (-1.04, -0.90, -2.52)  0.00
N (-0.99, -2.23, -2.70)  0.00
C (-2.05, -2.97, -3.40)  0.00
C (0.02, -3.05, -2.05)  0.00
N (-1.65, -0.16, -3.46)  0.00
C (-1.55, -0.45, -4.89)  0.00
C (-2.28, 1.12, -3.14)  0.00
N (-2.82, 2.13, 2.03)  0.00
C (-4.13, 2.76, 2.27)  0.00
C (-2.74, 0.80, 2.60)  0.01
H (-1.53, 5.61, 1.18)  0.00
H (-2.20, 4.56, 2.44)  0.00
H (-3.28, 5.39, 1.31)  0.00
H (-1.29, 4.68, -1.19)  0.00
H (-3.06, 4.71, -1.12)  0.00
H (-2.22, 3.21, -1.53)  0.00
H (0.33, 3.78, 0.35)  0.00
H (2.04, 4.27, -1.34)  0.00
H (2.48, 2.66, -3.18)  0.00
H (1.30, 0.50, -3.21)  0.00
H (-2.88, -2.31, -3.62)  0.00
H (-2.40, -3.78, -2.75)  0.00
H (-1.68, -3.42, -4.32)  0.00
H (0.94, -2.48, -1.92)  0.00
H (0.24, -3.91, -2.68)  0.00
H (-0.31, -3.42, -1.08)  0.00
H (-0.90, -1.30, -5.06)  0.00
H (-1.13, 0.42, -5.40)  0.00
H (-2.53, -0.66, -5.32)  0.00
H (-2.52, 1.14, -2.08)  0.00
H (-3.20, 1.21, -3.71)  0.00
H (-1.63, 1.96, -3.39)  0.00
H (-4.42, 3.38, 1.42)  0.00
H (-4.13, 3.37, 3.17)  0.00
H (-4.88, 1.98, 2.38)  0.00
H (-1.72, 0.49, 2.80)  0.00
H (-3.23, 0.07, 1.95)  0.00
H (-3.25, 0.80, 3.56)  0.00

Properties
relative energy (zero: lowest compared OMol25 entry of this formula, charge and spin): 1.8 kJ/mol
total energy: -87440.3184 eV
HOMO level (alpha / beta): -14.685 / -14.690 eV
⟨S²⟩: 6.00
multiplicity: 5
net charge: +3
orbital gap (alpha / beta): 6.18 / 6.20 eV